--- one ---
Entry from the OMol25 dataset: a single C2H4N2OS molecule (the ωB97M-V functional and the def2-TZVPD basis).

Positions of all 10 atoms, in Å:
C: 0.2854 0.1162 0.9364
C: 0.0271 -0.0865 -1.9330
H: -1.4663 -0.5289 1.8425
H: -1.2008 -0.6924 -0.0817
H: 1.8532 0.9524 1.9600
H: 0.5829 0.2145 -2.9317
N: -0.9975 -0.3251 0.8380
N: 0.8959 0.4872 2.0520
O: -1.1165 -0.3869 -2.1521
S: 1.1366 0.2495 -0.5303

Properties
Structure (SMILES): [H]/N=C(/N)SC=O
Net charge: 0



--- two ---
Entry from the OMol25 dataset: a molecular structure, C2H4N2OS (the ωB97M-V functional and the def2-TZVPD basis).

Positions of all 10 atoms, in Å:
C: -0.5203 -0.4357 -0.0207
C: 0.7955 -0.5100 0.6079
N: -0.0214 1.7103 -0.9442
N: -0.8923 0.8823 -0.5582
O: -2.0695 1.0404 -0.7624
S: 1.9386 0.7891 -0.1820
H: -0.4471 -1.0612 -0.8839
H: -1.2386 -0.7956 0.7525
H: 0.9874 -0.1778 1.5581
H: 1.4677 -1.4418 0.4328

Properties
Net charge: 0



one (90.5 kcal/mol below the next structure)



--- one ---
Entry from the OMol25 dataset: a molecular structure, C2H4N2OS (the ωB97M-V functional and the def2-TZVPD basis).

Positions of all 10 atoms, in Å:
C: 0.8515 -1.0408 0.4762
C: 0.7919 -0.8554 1.9620
N: 0.0868 -0.2280 -0.1038
N: 0.0167 0.1320 2.2870
O: -1.1110 1.1449 -2.4679
S: -0.7257 0.6967 0.9550
H: 1.4996 -1.6461 -0.1382
H: 1.4463 -1.1763 2.7564
H: -1.8285 1.8350 -2.2828
H: -1.0277 1.1380 -3.4437

Properties
Net charge: 0



--- two ---
Entry from the OMol25 dataset: a single C2H4N2OS molecule (the ωB97M-V functional and the def2-TZVPD basis).

Positions of all 10 atoms, in Å:
C: 0.8927 0.9437 0.8757
C: -0.1740 -1.2345 0.4403
H: -1.6568 0.4141 -1.4360
H: 1.6766 1.3749 0.3014
H: 0.1110 0.6982 2.5946
H: 0.3254 -1.4137 1.4157
N: 0.0699 0.0551 0.0912
N: 0.9200 1.1370 2.1344
O: -0.8341 -2.0314 -0.2418
S: -0.3141 0.5361 -1.5261

Properties
Structure (SMILES): [H]/N=C\N(S)C=O
Net charge: 0



--- three ---
Entry from the OMol25 dataset: a single C2H4N2OS molecule (the ωB97M-V functional and the def2-TZVPD basis).

Positions of all 10 atoms, in Å:
C: -0.9935 1.3161 -0.3005
C: 0.2789 -1.6048 -0.0276
H: 0.5801 1.6194 -1.3113
H: -2.1414 1.2266 -0.2270
H: -0.8542 1.0558 1.5019
H: 0.8608 -2.6860 0.1277
N: -0.5620 1.5329 -1.4764
N: -0.1925 0.9096 0.7423
O: -0.8924 -1.6916 -0.4199
S: 1.1415 -0.1905 0.6484

Properties
Structure (SMILES): [H]/N=C\NSC=O
Net charge: 0



--- four ---
Entry from the OMol25 dataset: a single C2H4N2OS molecule (the ωB97M-V functional and the def2-TZVPD basis).

Positions of all 10 atoms, in Å:
C: -0.8740 -0.4192 -0.2913
C: -0.3646 1.7589 0.2711
H: 1.5414 -1.0278 -0.9352
H: 1.7286 -2.2687 0.1184
H: -2.1435 -0.4559 -0.0202
H: -0.6737 1.1326 1.0156
N: 1.2168 -1.2687 0.1726
N: -0.2226 -1.2325 0.4348
O: 0.1229 2.8031 0.5424
S: -0.3313 0.9781 -1.3082

Properties
Structure (SMILES): N/N=C\SC=O
Net charge: 0



one (5.2 kcal/mol below the next structure)



--- one ---
Entry from the OMol25 dataset: a single C2H4N2OS molecule (the ωB97M-V functional and the def2-TZVPD basis).

Positions of all 10 atoms, in Å:
C: -1.2022 -0.7802 -0.3607
C: 0.6818 0.1103 0.5629
N: -0.2132 -1.2305 0.2506
N: -0.2007 1.1297 0.0601
O: -1.2643 0.5710 -0.6076
S: 2.2535 -0.0392 -0.2726
H: -2.0092 -1.3268 -0.7029
H: 0.9285 0.3721 1.6431
H: -0.7367 1.5805 0.8013
H: 1.7624 -0.3867 -1.3742

Properties
Structure (SMILES): S[C@@H]1N=CON1
Net charge: 0



--- two ---
Entry from the OMol25 dataset: 2 unconnected molecules or ions with the total composition C2H4N2OS (the ωB97M-V functional and the def2-TZVPD basis).

Positions of all 10 atoms, in Å:
C: -1.3093 -0.7388 -0.2869
C: 0.5753 0.1425 -0.0091
N: -0.0965 -0.9987 -0.1539
N: -0.3717 1.2635 -0.1969
O: -1.5997 0.6360 -0.4180
S: 2.2719 0.3748 -0.0999
H: -2.0517 -1.5108 -0.4417
H: 0.2526 -0.1191 2.3619
H: -0.2917 1.9932 -0.8040
H: 2.6208 -1.0426 0.0485

Properties
Net charge: 0



--- three ---
Entry from the OMol25 dataset: 2 unconnected molecules or ions with the total composition C2H4N2OS (the ωB97M-V functional and the def2-TZVPD basis).

Positions of all 10 atoms, in Å:
C: 1.9818 -0.3061 0.0887
C: 0.9791 -0.0235 0.9994
N: 2.7991 -0.5516 -0.6876
N: -1.2752 0.6239 -0.9924
O: -2.1128 -0.9620 0.7382
S: -1.0448 -0.8603 -0.2272
H: 0.8886 -0.6727 1.8552
H: 0.6829 1.0022 1.1324
H: -0.6736 0.8146 -1.7798
H: -2.2252 0.9355 -1.1268

Properties
Net charge: 0



--- four ---
Entry from the OMol25 dataset: a single C2H4N2OS molecule (the ωB97M-V functional and the def2-TZVPD basis).

Positions of all 10 atoms, in Å:
C: 0.7135 0.5574 0.1114
C: -1.0768 -1.0000 0.4018
H: 1.9343 1.4000 1.4302
H: 0.6124 1.0521 -1.9205
H: -2.0437 -0.5218 0.6858
H: -1.1585 -2.1476 0.5822
N: 1.7538 1.2946 0.3686
N: 0.0986 0.5627 -1.1252
O: 0.0615 -0.3533 0.9194
S: -0.8952 -0.8441 -1.4538

Properties
Structure (SMILES): [H]/N=C1/NSCO1
Net charge: 0



four (28.7 kcal/mol below the next structure)



--- one ---
Entry from the OMol25 dataset: 2 unconnected molecules or ions with the total composition C9H14O (the ωB97M-V functional and the def2-TZVPD basis).

Positions of all 24 atoms, in Å:
C: 1.8768 -1.9322 1.6948
C: -0.1409 0.0910 -1.4110
C: 0.9973 0.6760 -0.8733
C: -0.7592 -0.9867 -0.8103
C: 1.5796 0.0114 0.2198
C: -0.1104 -1.7338 0.1487
C: 1.0846 -1.2131 0.6581
O: -0.6327 0.5333 -2.6219
H: 1.3882 1.5288 -1.3978
H: -0.6587 1.4908 -2.6582
H: -1.6562 -1.3638 -1.2932
H: 2.4469 0.4427 0.7008
H: -0.5652 -2.5140 0.7428
H: 1.3642 -2.7694 2.1806
H: 2.3105 -1.3033 2.4681
H: 2.6977 -2.4940 1.2221
C: -1.9970 2.3479 0.7130
C: -1.2266 1.3609 1.5945
H: -2.0742 1.9323 -0.2930
H: -2.9932 2.5412 1.1012
H: -1.4715 3.2925 0.5883
H: -1.6259 1.3145 2.6127
H: -0.1710 1.5924 1.6819
H: -1.3410 0.3308 1.2808

Properties
Structure (SMILES): Cc1ccc(O)cc1.CC
Net charge: 0



--- two ---
Entry from the OMol25 dataset: 2 unconnected molecules or ions with the total composition C9H14O (the ωB97M-V functional and the def2-TZVPD basis).

Positions of all 24 atoms, in Å:
C: -2.1518 -2.2004 0.8241
C: -0.3032 -0.2693 0.9086
C: -1.5041 -0.8378 0.4514
C: 0.0393 1.0890 0.5363
C: -2.3391 -0.1004 -0.4507
C: -0.7858 1.7804 -0.3135
C: -2.0130 1.1981 -0.8540
O: -0.3550 3.0187 -0.7409
H: 0.3552 -0.8153 1.5090
H: 0.8938 1.3571 1.0325
H: -3.3140 -2.0883 0.9078
H: -1.7527 -2.5692 1.7308
H: -3.4019 -0.5027 -0.7504
H: -2.4901 1.8012 -1.5782
H: -0.9314 3.3943 -1.4739
H: -1.8049 -2.9874 0.1060
C: 3.4458 -1.8855 0.3541
C: 4.3120 -0.9955 -0.5996
H: 2.8102 -2.5545 -0.2929
H: 4.0244 -2.5294 0.8871
H: 2.7647 -1.2492 0.9923
H: 5.0295 -0.4760 -0.0460
H: 3.7509 -0.1437 -0.8340
H: 4.7056 -1.4575 -1.4029

Properties
Structure (SMILES): Cc1ccc(O)cc1.CC
Net charge: 0



one (26.2 kcal/mol below the next structure)